# 1
81
Properties=species:S:1:pos:R:3 method="wB97M-V/def2-TZVPD" homo_energy_ev="-10.2 / -9.8" max_force_ev_per_a=0.9 orbital_gap_ev="7.5534 / 7.1479" total_energy_ha=-5453.411328 total_charge=+1 e_lumo_ev="-2.617 / -2.603" s2=0.7783 spin_multiplicity=2
C -3.052 -0.587 3.217
H -0.289 -1.719 4.263
H -2.643 1.548 -2.978
H -5.677 4.568 -2.824
H -1.516 -2.158 -4.344
H -0.496 1.944 4.234
N -0.282 1.377 1.093
C -4.435 4.391 -1.085
H 2.437 0.224 -1.128
Mn 0.070 -0.140 -0.100
H 2.691 -1.857 0.604
C 1.256 0.412 2.481
P -0.435 -1.938 -1.555
H -3.754 -1.786 -5.262
C -4.850 4.043 -2.364
C 2.540 -0.326 -3.713
H -3.567 -3.730 2.606
H -2.345 -4.102 1.354
N -1.277 2.237 0.688
H 0.390 -3.510 -4.055
H 0.126 -3.041 3.148
H 3.159 0.556 -3.600
C 0.978 -2.604 -3.970
O -1.035 1.035 -1.278
H 0.744 3.022 3.608
O -1.103 -1.184 1.112
H -1.182 -3.260 4.337
H -5.596 -1.038 -3.790
C 3.218 -1.489 2.660
C -2.993 -3.331 1.771
H 3.458 -0.861 4.702
C 0.783 -1.759 -2.877
H -3.048 3.986 0.503
C -4.207 3.023 -3.050
N 1.508 0.194 -1.538
C -1.285 -4.628 -1.667
C 2.495 -1.274 1.496
C 2.695 -1.155 -4.810
H 3.432 -0.913 -5.564
C -3.147 2.353 -2.460
H -0.901 3.101 2.952
C 2.918 -0.720 3.775
C 1.924 -2.305 -4.933
C -1.271 -5.952 -1.248
C -4.612 -1.220 -3.378
H -2.912 -1.040 -0.457
H -0.418 -7.376 0.110
C 1.931 0.248 3.688
C 0.394 -5.411 0.399
C -0.130 2.432 3.327
H -3.664 -2.971 0.992
H 2.066 -2.965 -5.778
C -2.314 -1.861 -3.677
C -2.069 -1.675 -2.320
C 0.375 -4.089 -0.018
H -1.917 -6.674 -1.728
H 1.696 0.877 4.534
H 0.999 -3.354 0.478
C -0.687 -2.547 3.679
C -0.430 -6.344 -0.216
C -3.377 3.723 -0.491
C -3.581 -1.638 -4.204
As -1.916 -1.874 2.375
H 1.047 -5.717 1.206
C 1.596 -0.634 -2.742
C -0.456 -3.686 -1.060
H -2.456 0.291 3.463
C -1.607 1.939 -0.561
H 3.996 -2.238 2.678
C -3.112 -1.238 -1.503
H -4.531 2.750 -4.046
H -1.962 -4.322 -2.455
H -4.936 5.188 -0.551
H 1.276 1.153 -1.796
H -5.166 -0.652 -1.386
C -4.372 -1.015 -2.027
H -3.497 -1.003 4.121
C -2.727 2.701 -1.180
C 0.223 1.440 2.272
H -3.836 -0.296 2.520
N 1.527 -0.364 1.403



# 2
78
Properties=species:S:1:pos:R:3 method="wB97M-V/def2-TZVPD" homo_energy_ev="-9.1 / -9.0" max_force_ev_per_a=3.7 e_above_lowest_kcal_mol=9.6 orbital_gap_ev="5.3492 / 5.2509" total_energy_ha=-4255.069365 total_charge=+1 e_lumo_ev="-3.743 / -3.783" spin_multiplicity=1
C -2.560 -2.613 0.073
C -0.627 -0.897 0.739
H 1.864 3.861 -0.283
C 2.868 3.586 0.041
H 0.675 4.096 2.038
H 3.370 3.143 -0.822
C 2.799 -2.056 -1.636
N -1.990 -3.819 -1.928
H -2.134 4.714 1.150
H 2.570 -1.437 3.162
H 3.341 0.354 4.311
H -4.285 -1.516 2.848
C -3.345 -4.996 -0.415
C -0.720 3.210 0.620
C -1.384 -0.076 1.604
H -3.391 5.990 -0.972
H 1.402 -4.864 -2.952
H -2.590 -6.871 -3.123
As 1.265 1.124 -0.362
N 0.326 -0.546 -0.191
H 5.376 2.014 4.932
C -1.810 4.036 0.362
H 0.906 -0.909 2.938
H -2.592 3.099 -2.768
S -0.834 -2.624 0.707
H 3.977 2.892 5.529
C -0.975 2.294 -1.623
H -3.876 -5.017 0.528
H -1.082 0.395 -2.674
O -1.331 -2.711 -2.288
H -2.900 0.376 2.937
H 5.113 3.689 4.443
C -0.638 1.384 -2.791
C -3.685 4.939 -1.064
H -2.572 -1.752 -0.587
C 1.677 -3.821 -2.860
C 2.421 0.561 2.391
H 4.181 4.018 2.287
C -2.563 -0.383 2.240
Tc 0.598 -1.947 -1.501
C -0.286 2.323 -0.392
C 1.598 -1.566 -3.706
C -3.539 -2.488 1.196
H -1.378 -4.711 -3.658
H -0.888 3.661 2.711
H -4.121 4.799 -2.054
C 4.613 2.743 4.654
H 1.261 -0.847 -4.444
C 1.251 -2.905 -3.812
C 3.804 2.267 3.468
H 2.644 -0.085 -2.517
H -1.035 1.806 -3.715
H 1.883 -1.373 1.542
C 2.902 2.661 1.247
C 3.194 1.019 3.459
C -2.675 -3.839 -0.769
C -3.484 -1.507 2.113
C -2.502 4.021 -0.841
C -1.954 -4.874 -2.758
H -0.993 0.917 1.792
C 3.669 3.057 2.336
H 2.842 -4.132 -1.071
C 1.910 -0.866 2.503
H -4.349 -3.210 1.278
H 0.430 1.234 -2.932
H 3.382 4.519 0.270
C -2.071 3.136 -1.813
C -0.115 3.339 2.010
H 0.327 2.423 2.395
C 2.221 1.429 1.300
H -4.471 4.760 -0.324
C -2.630 -6.034 -2.437
H 3.441 -1.731 -0.829
H -3.864 -7.000 -0.962
C 2.346 -1.116 -2.595
H 0.632 -3.235 -4.635
C 2.488 -3.417 -1.803
C -3.329 -6.097 -1.245



# 3
90
Properties=species:S:1:pos:R:3 method="wB97M-V/def2-TZVPD" homo_energy_ev=-4.4 max_force_ev_per_a=0.8 e_above_lowest_kcal_mol=0.0 orbital_gap_ev=6.3818 total_energy_ha=-3946.130982 total_charge=-1 e_lumo_ev=1.963 spin_multiplicity=1
H -0.931 -0.206 -2.649
H 3.068 -3.328 2.364
H -0.430 -1.018 6.484
N 0.910 -0.806 2.635
C 3.573 -3.153 -3.662
C -0.754 -1.125 -3.186
O -0.881 -3.544 -7.197
C -2.743 4.756 -0.951
B -0.699 0.686 3.857
H -1.052 0.871 4.987
C -0.127 -2.183 -2.534
H 0.749 0.284 6.551
H -4.636 -0.410 4.821
C -1.105 -1.225 -4.521
H 3.214 -4.289 -6.837
H 2.560 -2.538 4.873
C 2.512 -1.489 -5.048
H -1.578 -0.409 -5.047
H -0.876 4.654 5.201
N -1.689 0.027 1.672
C -1.935 2.784 0.166
C 1.907 -1.877 4.330
C -0.898 3.576 5.049
H 3.162 -1.427 -1.780
C 2.727 -2.379 1.947
C -3.772 -0.580 2.234
N 0.396 -0.374 3.820
H -3.526 0.918 5.181
C 2.594 -2.356 -6.125
C 0.333 -2.089 -1.073
C -0.188 -3.471 -4.576
N -0.163 2.003 3.261
O 1.131 -2.952 -0.712
C 3.652 -4.004 -4.751
H 1.222 4.213 0.027
H -3.858 0.013 -0.637
C -0.816 -2.402 -5.187
H -1.645 5.353 -2.697
H -3.014 -0.743 5.436
H -3.456 -1.692 -0.419
C 0.610 -0.763 6.278
H -4.789 -0.925 2.160
N 2.932 -1.053 -2.698
N 2.039 -0.042 -2.722
C 1.850 -1.701 2.938
H -2.179 -0.548 -0.812
H -0.444 3.096 5.917
H 1.245 -1.372 6.920
Fe 0.341 0.284 0.945
H 2.214 -2.557 1.007
N -1.184 -2.518 -6.613
C 0.159 -3.347 -3.241
C 0.995 3.220 1.909
H 3.925 -3.468 -2.687
N 0.025 1.577 -0.671
C -0.175 3.239 3.788
S 2.500 0.221 -0.039
C 0.973 -1.014 4.852
C 0.555 4.053 2.949
C -1.735 4.628 -1.898
H 0.740 5.108 3.061
H 2.251 2.781 0.233
H 2.633 4.286 1.081
H 2.053 -0.517 -5.144
N -1.879 0.216 3.003
H 0.037 -4.362 -5.143
O -0.162 -1.129 -0.402
H -0.035 3.473 -2.544
H -3.443 5.580 -1.011
H -1.940 3.257 5.009
O -1.772 -1.582 -7.127
H 2.199 -2.042 -7.084
H 3.606 -1.768 1.731
C -3.112 -0.163 3.370
C -3.097 -0.674 -0.257
C -0.831 3.582 -1.820
C -2.848 -0.429 1.190
C 1.774 0.505 -1.587
H 0.680 -4.140 -2.724
C 1.821 3.641 0.739
N 0.560 1.979 2.115
C 3.002 -1.887 -3.804
C -3.595 -0.094 4.780
H -3.615 3.929 0.829
C -2.840 3.832 0.079
H -1.986 2.070 0.967
N 0.695 1.421 -1.720
C -0.943 2.651 -0.793
C 3.162 -3.617 -5.992
H 4.087 -4.988 -4.623